[1]
{
  "formula": "C35H37N3O2S",
  "method": "ωB97M-V/def2-TZVPD",
  "lumo_ha": -0.0261,
  "e_homo_ev": -5.342,
  "total_energy_ha": -2068.7088,
  "relative_energy_kcal_mol": 7.58,
  "charge": 0,
  "elements": ["H", "H", "H", "C", "H", "H", "C", "H", "H", "C", "H", "C", "C", "H", "H", "O", "N", "H", "C", "H", "S", "H", "H", "C", "C", "C", "H", "H", "C", "C", "C", "C", "H", "C", "C", "H", "H", "H", "C", "C", "C", "H", "C", "C", "H", "C", "C", "H", "H", "H", "O", "H", "C", "C", "H", "C", "C", "N", "C", "H", "C", "H", "H", "H", "N", "C", "H", "H", "H", "C", "H", "H", "C", "C", "H", "C", "C", "C"],
  "coordinates": [[-2.28, 4.76, -1.78], [-1.63, -5.12, -0.86], [7.54, 1.51, 0.01], [1.99, -1.47, -0.25], [-2.89, -6.67, 0.65], [3.26, -2.21, 2.82], [6.93, 0.96, -0.72], [1.69, 4.78, -0.32], [-1.60, 3.49, -2.82], [-0.31, 3.91, -0.25], [5.83, 2.77, 1.00], [-2.49, 3.80, -2.26], [-6.23, 1.11, -0.27], [3.28, 4.75, 1.09], [-1.02, 4.71, -0.15], [-0.90, -3.07, -2.06], [-0.41, -1.36, -0.25], [-3.21, -1.76, 1.31], [1.02, 3.94, -0.31], [4.20, 3.76, 2.22], [-1.57, -2.26, -1.07], [1.40, 1.53, -2.75], [-5.00, 2.92, -1.91], [3.38, 3.73, 1.49], [-3.75, -5.09, 1.82], [4.33, -2.05, -0.42], [4.94, 0.35, -2.44], [2.47, 3.47, 2.02], [-4.54, -6.02, 2.70], [0.40, 1.80, -0.46], [4.39, -2.20, 0.97], [0.72, -1.06, -0.85], [5.23, -2.17, -1.04], [3.24, -2.05, 1.74], [2.83, 2.24, -0.50], [-2.18, 0.23, 2.43], [5.34, -2.47, 1.44], [2.63, 0.21, -3.26], [3.22, 1.39, -1.58], [3.13, -1.71, -1.03], [-4.31, 2.43, -1.24], [-1.06, 1.59, 2.15], [-2.24, -4.74, -0.04], [5.51, 1.45, -0.69], [-0.87, 0.04, 1.27], [-3.11, -2.84, 1.17], [-3.88, 0.88, 0.56], [-4.43, -3.31, 2.82], [-3.29, 3.98, -2.98], [0.43, 0.74, -0.56], [-2.63, -1.36, -1.46], [1.11, -1.53, 1.71], [-1.60, 0.76, 1.66], [5.10, 2.36, 0.30], [-6.80, 1.64, -1.04], [-3.81, -3.70, 2.01], [3.75, 2.75, 0.41], [1.48, 2.61, -0.41], [-2.31, -3.35, 0.15], [-6.67, 1.36, 0.70], [-2.95, 2.77, -1.28], [-4.24, 0.16, 1.30], [-6.38, 0.03, -0.42], [7.38, 1.09, -1.72], [-0.71, 2.56, -0.37], [4.60, 1.01, -1.63], [-5.23, -6.63, 2.11], [0.78, -0.83, -1.93], [-3.89, -6.70, 3.25], [-2.95, -5.59, 0.80], [-5.13, -5.45, 3.42], [3.05, -1.58, -2.11], [-2.52, 1.24, 0.58], [2.03, -1.68, 1.14], [6.99, -0.11, -0.48], [-2.07, 2.14, -0.39], [-4.78, 1.47, -0.33], [2.30, 0.94, -2.53]]
}



[2]
{
  "formula": "C35H38BF3O4",
  "method": "ωB97M-V/def2-TZVPD",
  "lumo_ha": -0.1112,
  "e_homo_ev": -6.279,
  "total_energy_ha": -1981.8129,
  "relative_energy_kcal_mol": 121.29,
  "charge": 0,
  "elements": ["H", "C", "H", "C", "H", "O", "H", "H", "C", "H", "H", "H", "C", "C", "C", "H", "F", "C", "C", "C", "C", "C", "B", "C", "H", "O", "H", "F", "H", "C", "C", "C", "C", "H", "H", "H", "H", "H", "H", "H", "H", "C", "H", "H", "H", "C", "H", "C", "C", "C", "H", "O", "H", "C", "H", "H", "C", "C", "O", "H", "C", "H", "C", "H", "H", "H", "C", "C", "H", "H", "C", "C", "F", "H", "C", "H", "C", "C", "C", "H", "C"],
  "coordinates": [[1.84, 1.10, -0.90], [-3.68, -0.94, 0.20], [3.93, 1.81, 0.57], [4.33, 0.89, -2.16], [4.57, 3.20, -6.09], [2.83, -5.96, -0.84], [3.02, 2.37, -6.06], [4.39, 1.68, -5.17], [6.34, -0.41, -1.89], [0.19, -2.52, -2.27], [-1.03, 0.33, 1.89], [-5.00, -4.89, -2.31], [2.15, -4.79, -0.67], [-3.10, -1.17, -1.05], [1.06, -2.18, -0.32], [1.64, 4.08, -5.19], [5.87, -3.89, -2.51], [3.45, 3.42, -4.23], [-7.00, -2.15, -0.38], [-4.94, -3.41, -0.75], [-0.92, -0.66, -0.06], [4.22, -1.52, -2.13], [3.56, 2.32, -2.25], [3.89, 2.62, -5.45], [1.13, -0.18, 0.49], [2.74, 2.52, -3.39], [7.42, -0.43, -1.77], [7.62, -2.83, -1.71], [2.08, 5.06, -3.77], [0.50, -0.86, -0.08], [0.79, -2.96, -1.47], [3.60, -0.29, -2.26], [1.86, -2.80, 0.69], [3.04, -7.74, -1.76], [2.98, 5.23, -5.31], [-7.54, -1.43, 0.23], [2.52, -0.25, -2.39], [-1.25, -1.28, -2.12], [2.64, -6.42, -2.89], [-7.34, -4.31, -3.00], [6.86, 3.85, -3.23], [2.43, -6.85, -1.89], [1.05, -4.81, -2.54], [-3.71, -1.47, -1.90], [6.22, 3.99, -4.87], [4.68, 3.97, -3.34], [6.12, 2.43, -4.01], [-1.61, -0.14, 1.10], [2.28, 2.09, -0.83], [5.71, 0.84, -1.95], [1.56, 2.88, -1.09], [4.47, 3.39, -2.05], [1.37, -7.12, -1.81], [5.59, -1.58, -1.92], [5.56, 5.76, -2.52], [-3.93, -3.63, -0.43], [-1.72, -1.07, -1.16], [6.04, 3.52, -3.89], [-4.98, -1.32, 0.53], [-8.66, -2.66, -1.66], [3.03, 2.42, 0.43], [3.62, -2.43, -2.18], [6.25, -2.91, -1.65], [2.40, 2.28, 1.31], [3.33, 3.47, 0.39], [4.81, 5.97, -4.11], [-2.97, -0.31, 1.23], [-5.56, -4.11, -1.79], [-3.52, -0.01, 2.12], [3.78, 5.80, -2.65], [-7.61, -2.85, -1.42], [2.48, 4.52, -4.64], [5.94, -3.36, -0.38], [6.32, 1.73, -1.82], [1.28, -4.24, -1.65], [2.05, -2.26, 1.61], [-6.87, -3.80, -2.15], [4.70, 5.48, -3.14], [-5.62, -2.32, -0.19], [2.94, -4.57, 1.31], [2.37, -4.07, 0.53]]
}



[3]
{
  "formula": "C35H38FInN3O3Si",
  "method": "ωB97M-V/def2-TZVPD",
  "lumo_ha": [-0.1301, -0.1301],
  "e_homo_ev": [-7.544, -7.546],
  "total_energy_ha": -2325.5266,
  "relative_energy_kcal_mol": 49.69,
  "charge": 1,
  "elements": ["C", "C", "F", "H", "H", "C", "In", "C", "C", "H", "C", "H", "H", "C", "H", "H", "C", "H", "H", "C", "H", "H", "H", "H", "H", "N", "H", "C", "C", "C", "H", "H", "O", "H", "N", "C", "H", "C", "C", "O", "C", "C", "Si", "H", "C", "C", "H", "H", "C", "C", "H", "H", "O", "C", "C", "H", "H", "H", "H", "H", "C", "H", "C", "H", "C", "H", "C", "C", "C", "H", "H", "C", "H", "H", "C", "C", "H", "N", "C", "C", "H", "C"],
  "coordinates": [[-0.81, -7.69, 3.23], [-0.90, -6.53, 2.26], [-0.15, -4.79, 0.41], [0.06, 3.41, -4.38], [3.29, 5.99, -1.35], [-2.64, -5.48, 3.60], [1.52, 1.98, -0.46], [-1.41, -0.72, 5.24], [4.11, 1.60, -5.18], [-1.13, -0.26, -1.41], [-1.19, -2.96, 3.42], [-2.92, 6.40, -3.58], [-1.32, 7.57, -2.07], [0.02, -2.50, 0.92], [-2.89, -4.54, 4.10], [-3.05, 0.78, 5.22], [0.79, -0.70, -2.50], [0.99, 6.69, -1.73], [2.92, 2.82, -1.25], [-0.57, 0.98, 2.07], [-3.42, -5.67, 2.83], [-1.61, 1.45, -3.45], [0.46, 1.25, -5.20], [-0.71, 0.16, 7.15], [-2.10, -8.60, 4.55], [-1.14, -0.56, 3.86], [0.08, -6.37, 1.81], [-1.91, 6.02, -3.44], [-2.50, 0.10, 5.86], [3.62, 5.05, -1.79], [-1.63, -3.13, 4.40], [4.12, 1.79, -7.32], [-1.04, 3.26, 2.29], [-3.07, -0.38, 6.66], [-1.33, -5.35, 2.97], [-0.35, -3.77, 1.32], [-0.66, 1.33, 5.73], [-2.61, -6.60, 4.61], [0.68, 5.02, -3.07], [0.97, 0.11, 0.45], [-1.08, 0.42, 6.16], [-0.88, -1.66, 3.02], [2.16, 4.01, -2.39], [4.26, 4.49, -1.10], [-1.14, 0.69, 3.29], [0.30, 6.19, -2.41], [2.72, 3.86, -7.34], [-2.22, 4.29, -4.71], [2.49, 3.88, -5.20], [-1.00, 6.67, -2.59], [0.49, -2.33, -0.03], [-2.80, -7.98, 3.16], [-0.45, 2.47, 0.24], [-0.23, 4.35, -3.91], [3.63, 2.12, -3.97], [-0.06, -7.52, 4.01], [-1.92, -6.41, 5.44], [2.22, -0.52, -4.22], [3.94, 1.67, -3.01], [-3.61, -6.80, 5.01], [-0.72, 0.83, -3.33], [1.25, -1.47, -1.88], [-0.46, -0.06, -2.25], [4.22, 5.27, -2.69], [-0.68, 2.37, 1.53], [-1.26, -1.72, 5.66], [-0.25, -1.41, 1.78], [2.77, 3.22, -3.99], [2.96, 3.35, -6.40], [0.93, 3.32, -1.69], [4.77, 0.74, -5.15], [0.09, -0.06, 1.38], [-0.60, -8.63, 2.72], [-1.57, 1.47, 3.90], [0.36, 0.73, -4.25], [-1.52, 4.84, -4.08], [1.90, 4.80, -5.23], [-2.12, -7.80, 3.90], [3.77, 2.22, -6.39], [1.29, -0.21, -3.74], [-1.62, -6.79, 1.45], [-0.94, -4.06, 2.57]]
}



| no. | molar mass (g/mol) |
| --- | --- |
| 1 | 563.8 |
| 2 | 590.5 |
| 3 | 710.6 |